No. 1
109
Properties=species:S:1:pos:R:3:forces:R:3:mulliken_charge:R:1 method="wB97M-V/def2-TZVPD" orbital_gap_ev=9.3 lumo_ev=-0.5
C 2.565 -5.469 0.568 -0.23 0.43 -0.36 -0.6814
C 3.081 -4.247 0.744 -0.18 1.17 0.14 -0.1254
C 3.370 -3.331 -0.406 -1.63 0.66 2.41 0.3398
O 3.600 -3.791 -1.450 0.93 -1.09 -3.04 -0.2287
O 3.397 -1.976 -0.200 -0.59 0.18 0.55 -0.4469
C 2.039 -1.504 -0.338 -0.58 0.32 0.06 -0.4024
C 1.761 -0.293 0.552 0.28 -0.15 0.35 0.7869
C 0.350 0.307 0.383 0.06 -0.16 -0.36 -0.2672
C -0.773 -0.737 0.303 0.30 -0.51 -0.15 0.2717
C -0.925 -1.579 1.585 -0.41 0.60 0.36 -0.3906
C -2.300 -2.265 1.767 1.18 -0.11 -0.10 -1.1579
C -2.581 -3.485 0.837 0.04 1.59 0.54 -0.0150
O -4.012 -3.616 0.913 0.20 -0.57 -0.23 -0.4594
C -4.559 -2.785 -0.036 2.93 0.01 0.03 0.2682
O -5.670 -2.461 0.010 -3.02 0.78 0.03 -0.4538
C -3.510 -2.383 -1.119 0.62 -1.34 1.46 -0.5558
C -2.382 -3.337 -0.666 -0.50 -0.94 -1.35 -0.1737
O -2.810 -4.625 -1.268 -0.16 -0.05 0.88 -0.3280
N -1.980 -4.889 -2.375 0.55 0.17 -0.63 0.1944
O -2.464 -4.542 -3.379 -0.10 -0.30 0.18 -0.2661
H 2.985 -6.300 1.115 -1.08 -0.13 0.47 0.3273
H 1.709 -5.587 -0.096 1.03 -0.61 -0.93 0.2348
H 3.297 -3.862 1.737 1.23 -0.34 -0.24 0.7463
H 1.820 -1.240 -1.386 0.33 -0.16 0.10 0.1928
H 1.370 -2.348 -0.088 0.07 0.31 0.06 0.2126
H 2.494 0.488 0.317 -0.25 -0.33 0.06 -0.8075
H 1.956 -0.573 1.599 -0.14 -0.01 -0.20 0.2331
H 0.161 1.028 1.191 0.03 -0.42 -0.27 -0.5788
H 0.355 0.889 -0.553 -0.11 -0.11 0.20 0.3516
H -0.539 -1.410 -0.535 -0.14 0.25 0.09 -0.0077
H -1.727 -0.260 0.037 0.23 0.06 0.28 0.2188
H -0.821 -0.871 2.428 0.10 -0.32 -0.16 0.4704
H -0.109 -2.306 1.718 -0.15 0.12 -0.21 0.2714
H -3.108 -1.521 1.760 0.19 -0.42 -0.51 0.1867
H -2.304 -2.670 2.790 -0.18 -0.02 -0.25 0.3301
H -1.977 -4.287 1.273 -0.80 -0.54 -0.40 0.5251
H -3.112 -1.368 -1.099 -0.87 0.13 -0.09 0.1639
H -3.987 -2.744 -2.030 0.48 0.61 -0.28 0.4473
H -1.371 -3.214 -1.065 -0.11 0.62 0.52 0.8560
C 4.399 1.032 -2.492 -0.06 -0.14 0.05 0.2561
Cl 4.572 1.370 -0.769 0.51 -0.07 -0.20 -0.0149
Cl 2.833 1.644 -3.056 -0.08 -0.46 0.29 -0.1215
Cl 5.709 1.822 -3.386 -0.06 -0.08 0.03 -0.1169
Cl 4.455 -0.710 -2.746 0.13 0.12 -0.09 0.0770
C -8.931 -3.009 -2.043 0.00 0.02 0.13 0.2974
Cl -9.037 -1.643 -3.166 0.04 -0.28 0.13 -0.0448
Cl -10.313 -4.087 -2.291 0.05 0.04 -0.01 -0.1059
Cl -7.431 -3.898 -2.343 -0.12 0.02 -0.03 -0.0719
Cl -8.945 -2.407 -0.381 -0.02 -0.06 -0.15 -0.0867
C 3.302 -5.949 5.042 0.13 0.00 0.06 0.3128
Cl 3.693 -7.630 5.428 -0.02 0.09 -0.03 -0.1061
Cl 3.214 -5.752 3.281 -0.02 -0.29 1.19 -0.1324
Cl 1.740 -5.526 5.755 0.07 -0.01 -0.05 -0.1098
Cl 4.557 -4.885 5.693 -0.07 -0.05 -0.04 -0.1075
C 2.168 3.522 1.599 0.02 0.02 0.04 -0.1571
Cl 2.158 3.368 -0.162 -0.21 0.29 0.12 0.0851
Cl 0.529 3.266 2.207 0.36 0.24 0.05 0.4249
Cl 3.242 2.299 2.300 0.04 0.12 0.06 -0.1129
Cl 2.738 5.136 2.051 0.27 -0.32 0.14 -0.0379
C -3.500 2.392 2.238 -0.10 0.10 0.06 0.1235
Cl -2.953 0.746 2.605 -0.11 0.47 0.09 -0.0623
Cl -3.557 2.618 0.485 0.05 -0.06 0.07 -0.1299
Cl -5.111 2.645 2.919 0.10 -0.02 -0.06 -0.0542
Cl -2.369 3.554 2.943 -0.31 0.03 0.04 0.1054
C -4.573 3.797 6.852 -0.01 0.00 -0.03 0.2216
Cl -6.241 3.236 6.663 0.07 0.03 0.00 -0.0936
Cl -4.224 4.046 8.568 -0.01 -0.01 -0.08 -0.0999
Cl -3.465 2.588 6.195 -0.02 0.02 0.13 0.0141
Cl -4.360 5.321 5.978 0.00 -0.06 0.02 -0.0644
C -7.456 1.046 -6.187 -0.01 -0.02 -0.03 0.3611
Cl -7.854 -0.245 -7.327 0.02 0.06 0.06 -0.0999
Cl -5.774 0.876 -5.665 -0.07 0.00 -0.01 -0.0878
Cl -7.675 2.616 -6.972 0.01 -0.07 0.04 -0.1016
Cl -8.522 0.936 -4.779 0.06 0.25 -0.17 -0.0867
C 2.501 5.347 -5.067 0.09 0.03 -0.02 0.2629
Cl 0.964 4.571 -5.481 0.05 0.02 0.03 -0.1010
Cl 3.086 6.273 -6.457 -0.05 -0.04 0.07 -0.1054
Cl 2.259 6.434 -3.692 0.00 -0.06 -0.04 -0.0731
Cl 3.685 4.108 -4.635 0.03 0.58 -0.33 0.0057
C 2.844 -4.929 -5.157 0.02 0.10 0.05 0.0984
Cl 4.162 -6.099 -5.377 -0.29 -0.13 0.17 -0.1311
Cl 1.617 -5.626 -4.089 0.04 0.00 -0.05 -0.0956
Cl 3.467 -3.443 -4.433 -0.13 -0.17 -0.22 0.0794
Cl 2.121 -4.565 -6.730 0.04 -0.03 0.05 -0.0936
C -0.949 7.542 1.456 -0.01 -0.07 -0.19 0.1564
Cl -2.631 7.034 1.240 0.06 0.03 0.04 -0.0826
Cl -0.610 7.739 3.182 0.01 -0.04 -0.05 -0.0486
Cl 0.131 6.311 0.789 -0.40 0.34 -0.17 -0.0064
Cl -0.687 9.079 0.619 0.03 -0.46 0.04 -0.0842
C 6.885 -2.494 -6.764 0.00 -0.07 -0.04 0.2440
Cl 6.507 -1.786 -8.341 0.01 -0.03 0.08 -0.1072
Cl 8.635 -2.713 -6.619 -0.08 0.02 0.00 -0.0992
Cl 6.311 -1.425 -5.480 0.08 0.05 -0.04 -0.0345
Cl 6.074 -4.057 -6.599 0.29 0.26 -0.18 -0.0432
C 7.526 -4.600 -0.390 0.01 0.03 -0.08 0.1677
Cl 8.660 -3.433 0.306 -0.06 -0.06 -0.02 -0.1039
Cl 6.181 -4.857 0.736 0.17 0.01 -0.06 0.0126
Cl 6.902 -3.977 -1.921 0.02 -0.04 0.08 0.0134
Cl 8.358 -6.136 -0.671 -0.04 0.07 0.03 -0.1046
C -1.694 11.757 3.456 -0.01 0.00 0.00 0.3270
Cl -2.956 10.529 3.636 0.05 0.06 -0.02 -0.0690
Cl -2.273 13.294 4.112 0.03 -0.07 -0.02 -0.1044
Cl -0.244 11.251 4.334 -0.06 0.03 -0.04 -0.0903
Cl -1.308 11.955 1.742 -0.09 0.41 0.19 -0.0853
C 0.835 3.589 6.347 -0.01 0.05 0.03 0.1431
Cl 2.584 3.325 6.330 -0.09 0.02 -0.03 -0.0878
Cl 0.457 5.104 5.513 0.00 -0.06 0.00 -0.0092
Cl 0.030 2.253 5.515 0.04 -0.08 0.06 -0.0195
Cl 0.263 3.674 8.018 0.01 0.00 -0.10 -0.0860


No. 2
65
Properties=species:S:1:pos:R:3:forces:R:3:mulliken_charge:R:1 method="wB97M-V/def2-TZVPD" charge=+1 de_lowest_ev=0.000 multiplicity=5 orbital_gap_ev="7.9 / 5.8" lumo_ev="-2.8 / -4.9"
Os 1.459 0.255 -0.568 0.53 0.14 0.10 0.8915
N -2.759 0.568 6.077 -0.01 -0.01 -0.07 -0.4805
C -1.675 0.559 5.249 -0.01 -0.07 -0.03 1.0555
C -0.949 1.738 5.012 -0.05 0.06 0.11 -0.7943
C 0.118 1.748 4.145 0.10 0.04 -0.04 -0.6957
C 0.483 0.570 3.499 0.05 -0.16 -0.11 -0.1408
C -0.207 -0.617 3.736 0.09 0.08 0.05 -0.4503
C -1.282 -0.622 4.600 0.03 0.01 0.01 -0.8631
S 1.788 0.588 2.342 -0.30 0.01 -0.03 1.6890
O 2.983 1.140 2.880 -0.03 0.11 0.09 -0.7115
O 1.858 -0.741 1.731 -0.19 -0.06 -0.01 -0.6345
N 1.202 1.494 1.045 0.33 -0.38 -0.07 -0.0037
C 1.813 2.721 0.774 -0.04 0.38 -0.09 0.3365
N 2.122 3.569 1.740 -0.08 -0.13 0.13 -0.4096
C 2.839 4.628 1.378 -0.01 0.02 0.02 -0.3596
C 3.218 4.861 0.066 -0.05 0.03 -0.04 -0.6768
C 2.753 3.960 -0.875 -0.12 0.00 -0.15 -0.3672
N 2.029 2.899 -0.534 0.14 -0.17 0.31 -0.0767
H -2.939 1.364 6.661 0.02 0.00 0.01 0.2061
H -3.180 -0.299 6.355 0.02 0.00 0.04 0.2067
H -1.236 2.644 5.533 0.02 0.01 -0.06 0.3141
H 0.678 2.657 3.955 -0.04 0.00 0.02 0.4821
H 0.131 -1.529 3.261 -0.08 0.00 -0.01 0.5950
H -1.816 -1.546 4.790 0.01 0.03 0.03 0.3439
H 3.122 5.306 2.175 -0.03 0.02 -0.03 0.4445
H 3.816 5.714 -0.217 0.00 -0.02 0.03 0.4306
H 2.958 4.082 -1.933 0.00 0.01 0.01 0.4880
Cl 6.173 -4.453 -1.378 0.02 -0.01 0.04 -0.1456
C 5.376 -2.984 -1.052 -0.09 0.05 -0.04 0.4561
C 6.056 -1.962 -0.320 -0.03 0.04 -0.01 0.3922
Cl 7.648 -2.238 0.228 0.01 -0.04 -0.01 -0.1546
C 5.435 -0.767 -0.042 0.17 0.08 0.09 -0.0120
Cl 6.184 0.469 0.870 -0.03 0.02 -0.04 -0.1449
C 4.122 -0.555 -0.498 -0.21 -0.05 -0.23 0.1654
O 3.454 0.535 -0.298 0.05 -0.22 0.04 -0.6890
C 3.443 -1.576 -1.247 0.01 0.28 0.07 0.4295
O 2.238 -1.281 -1.651 -0.09 0.01 0.15 -0.6764
C 4.081 -2.795 -1.496 0.09 -0.25 -0.12 -0.0569
Cl 3.212 -4.021 -2.322 0.00 0.07 -0.04 -0.1717
Cl 0.231 1.866 -2.957 -0.08 0.06 -0.26 -0.0429
C -1.042 2.964 -2.363 -0.01 -0.05 0.08 -0.4063
Cl -1.563 2.581 -0.724 0.02 -0.03 0.02 -0.0968
H -1.894 2.864 -3.022 0.01 0.00 -0.07 0.3992
H -0.642 3.969 -2.370 0.06 0.03 -0.02 0.3325
S -4.445 -2.628 -1.115 0.03 -0.01 -0.06 -0.1874
C -2.860 -1.903 -1.044 0.06 0.02 -0.05 0.9890
C -2.017 -1.719 -2.142 -0.04 0.03 0.03 -0.7504
C -0.800 -1.111 -1.959 0.04 0.00 -0.02 -0.7123
N -0.388 -0.644 -0.766 -0.19 -0.17 0.13 0.3352
C -1.175 -0.868 0.304 -0.02 0.13 0.07 -0.2737
C -2.389 -1.494 0.209 -0.15 -0.08 -0.04 -0.8493
C -4.811 -2.544 -2.859 -0.02 -0.04 0.20 0.0628
C -4.456 -3.572 -3.718 -0.02 -0.02 -0.03 -0.1197
C -4.805 -3.443 -5.057 -0.03 0.04 0.02 -0.2992
N -5.466 -2.395 -5.543 -0.01 0.01 -0.02 -0.5467
C -5.818 -1.429 -4.699 0.04 -0.06 0.01 -0.3909
C -5.516 -1.453 -3.343 0.02 0.00 -0.11 -0.0203
H -2.294 -2.047 -3.133 -0.02 -0.01 0.00 0.4362
H -0.116 -1.000 -2.787 0.02 0.07 -0.01 0.5124
H -0.813 -0.507 1.255 0.04 0.04 0.01 0.3252
H -2.990 -1.647 1.095 0.05 0.08 0.02 0.5078
H -3.936 -4.450 -3.359 0.00 0.02 -0.01 0.4202
H -4.548 -4.220 -5.768 0.01 0.01 0.02 0.3709
H -6.372 -0.599 -5.123 0.02 -0.01 0.01 0.3693
H -5.825 -0.652 -2.686 0.00 0.00 -0.01 0.4238


No. 3
61
Properties=species:S:1:pos:R:3:forces:R:3:mulliken_charge:R:1 method="wB97M-V/def2-TZVPD" charge=+1 de_lowest_ev=0.000 multiplicity=2 orbital_gap_ev="6.3 / 6.4" lumo_ev="-4.2 / -4.3"
Fe -0.685 -0.225 -0.841 0.64 0.36 -0.71 -0.8089
C 1.671 -3.534 2.740 0.02 -0.04 0.03 -0.5577
C 1.832 -2.183 3.019 -0.01 0.04 -0.01 -0.9706
C 0.977 -1.246 2.452 -0.01 0.01 -0.02 -0.0572
C -0.034 -1.670 1.597 -0.37 -0.11 0.02 -1.1077
C -0.214 -3.026 1.335 0.06 0.01 0.03 -0.1325
C 0.642 -3.956 1.907 -0.01 0.04 -0.01 -0.7508
N -0.882 -0.739 0.938 -0.10 -0.09 -0.40 1.2786
C -1.821 -0.016 1.587 -0.03 0.07 0.32 0.5650
C -2.309 -0.277 2.888 0.11 -0.04 -0.08 -1.0650
C -3.283 0.531 3.407 -0.09 0.13 -0.05 -0.5922
C -3.820 1.631 2.690 0.04 -0.06 0.01 -0.6789
C -3.355 1.920 1.439 -0.06 0.06 0.04 -0.7510
C -2.348 1.104 0.896 -0.03 -0.06 0.17 0.7220
N -1.743 1.266 -0.317 -0.15 -0.10 -0.18 2.1987
N -1.992 2.208 -1.111 0.07 0.11 -0.13 -1.7887
C -1.213 2.097 -2.277 -0.03 0.07 0.08 0.1819
C -1.280 3.089 -3.240 -0.01 0.05 -0.06 -0.6328
C -0.462 2.978 -4.351 -0.04 0.06 0.00 -0.2996
C 0.396 1.893 -4.465 0.02 -0.04 -0.01 -1.0043
C 0.397 0.940 -3.464 -0.07 -0.03 -0.06 -0.1751
N -0.398 1.035 -2.402 -0.07 0.05 0.29 0.8013
H 2.333 -4.261 3.192 -0.01 0.01 -0.01 0.4482
H 2.618 -1.859 3.689 -0.01 0.00 -0.01 0.4574
H 1.088 -0.189 2.665 0.01 -0.01 0.01 0.5624
H -1.040 -3.321 0.699 0.01 -0.03 0.01 0.6088
H 0.497 -5.012 1.716 0.00 0.01 0.00 0.4811
H -1.926 -1.122 3.443 0.00 0.01 -0.01 0.5506
H -3.666 0.316 4.396 -0.01 0.01 0.00 0.4440
H -4.602 2.229 3.135 0.01 -0.01 0.00 0.4344
H -3.742 2.745 0.856 0.00 0.00 0.01 0.5103
H -1.959 3.917 -3.099 0.01 -0.01 0.00 0.5662
H -0.490 3.735 -5.123 0.00 -0.01 0.01 0.4207
H 1.047 1.779 -5.319 -0.01 0.00 0.02 0.4636
H 1.030 0.063 -3.516 0.00 0.01 0.00 0.4431
N 3.248 -0.165 -0.079 0.12 -0.04 0.00 0.0283
C 3.065 1.092 0.485 -0.04 0.02 0.01 0.5719
C 3.944 1.962 1.121 0.02 -0.01 -0.01 -1.3081
C 3.407 3.143 1.589 0.00 0.01 0.00 -0.5662
C 2.045 3.450 1.435 -0.01 -0.01 -0.01 -0.9246
C 1.175 2.585 0.804 0.03 -0.03 -0.02 -0.7017
C 1.709 1.390 0.322 -0.02 -0.06 0.07 0.2456
N 1.115 0.316 -0.322 -0.10 -0.05 -0.06 0.9451
C 2.053 -0.583 -0.533 0.03 0.11 0.01 -0.2610
C 1.659 -1.810 -1.196 -0.12 -0.04 0.02 -0.5684
C 2.304 -2.948 -1.548 0.08 -0.05 0.00 -0.0282
S 1.196 -4.028 -2.274 -0.09 0.02 -0.02 -0.1259
C -0.072 -2.909 -2.076 0.20 0.07 0.05 -0.4787
N 0.313 -1.802 -1.502 0.04 -0.17 0.00 1.4733
H 4.105 -0.689 -0.100 0.00 -0.01 0.00 0.2565
H 4.992 1.728 1.247 -0.01 0.00 0.00 0.4640
H 4.051 3.852 2.092 0.00 -0.01 0.00 0.4214
H 1.672 4.387 1.825 0.00 -0.01 0.00 0.4573
H 0.125 2.818 0.697 0.00 0.01 0.00 0.4653
H 3.341 -3.210 -1.415 -0.03 0.01 0.00 0.4409
H -1.094 -3.095 -2.384 -0.01 -0.05 -0.04 0.4732
F -2.706 -2.113 -0.617 -0.04 -0.01 0.00 -0.2261
B -3.197 -1.695 -1.867 -0.13 -0.36 -0.03 0.1858
F -3.118 -2.739 -2.780 0.03 0.17 0.06 -0.3539
F -4.410 -1.090 -1.784 0.07 0.04 -0.05 -0.3360
F -2.184 -0.687 -2.305 0.12 -0.03 0.71 -0.3150


No. 4
61
Properties=species:S:1:pos:R:3:forces:R:3:mulliken_charge:R:1 method="wB97M-V/def2-TZVPD" charge=+1 de_lowest_ev=0.929 orbital_gap_ev=6.5 lumo_ev=-4.1
Zr 0.382 0.055 0.133 -0.99 1.86 -0.73 1.1834
Br 4.890 4.900 1.352 0.00 -0.01 -0.01 -0.1386
C 3.847 3.579 0.520 -0.01 0.01 -0.04 0.2388
C 4.234 3.039 -0.709 0.03 0.04 0.08 0.1581
Br 5.807 3.611 -1.558 0.03 0.03 0.03 -0.1327
C 3.439 2.074 -1.319 -0.15 -0.17 -0.13 -0.1270
Br 3.881 1.313 -2.983 -0.05 -0.01 0.01 -0.1034
C 2.257 1.652 -0.725 0.20 0.38 -0.03 0.9611
O 1.408 0.754 -1.337 0.82 0.86 -0.41 -0.8659
C 1.884 2.167 0.538 0.22 0.17 -0.19 0.3713
O 0.738 1.699 1.110 0.65 1.28 0.31 -0.6638
C 2.676 3.139 1.133 -0.03 -0.04 0.19 -0.3982
Br 2.075 3.819 2.780 0.04 -0.02 -0.02 -0.0941
C -5.358 1.550 2.588 0.06 -0.07 -0.07 -1.0520
O -4.969 1.297 1.234 -0.13 -0.17 0.15 -0.3600
C -4.237 2.240 0.611 0.02 0.00 0.04 1.0869
C -3.798 3.413 1.213 0.10 0.17 -0.01 -0.5815
C -3.040 4.325 0.491 -0.06 0.01 0.09 -0.7716
C -2.733 4.101 -0.842 0.07 0.16 0.00 -0.8105
C -3.180 2.945 -1.449 0.04 -0.08 -0.22 -0.4531
C -3.909 2.016 -0.730 0.34 -0.36 0.06 0.0519
N -4.325 0.802 -1.386 0.09 0.20 0.20 0.1318
C -4.208 -0.441 -1.023 0.03 -0.11 -0.02 -0.7556
C -3.449 -1.039 0.034 0.00 0.12 -0.06 0.4695
C -3.955 -2.225 0.587 -0.28 -0.08 -0.12 -0.6045
C -3.344 -2.834 1.654 -0.08 -0.20 0.13 -1.1152
C -2.225 -2.241 2.230 0.14 0.02 0.27 -0.3905
C -1.682 -1.086 1.704 -0.41 0.19 -0.41 -0.6445
C -2.223 -0.537 0.525 -0.32 0.14 0.18 1.6637
O -1.535 0.365 -0.163 -1.86 0.15 0.10 -1.0331
H -5.948 0.695 2.894 -0.02 -0.05 -0.03 0.2579
H -5.962 2.454 2.659 -0.02 0.03 -0.03 0.4030
H -4.483 1.638 3.234 0.01 -0.01 -0.02 0.4148
H -4.048 3.621 2.244 0.05 -0.01 -0.07 0.4519
H -2.694 5.229 0.981 -0.03 -0.08 -0.03 0.4295
H -2.142 4.818 -1.398 -0.07 -0.06 0.02 0.4336
H -2.944 2.742 -2.488 0.02 -0.01 0.02 0.4398
H -4.854 0.950 -2.234 -0.15 0.05 -0.06 0.3336
H -4.819 -1.115 -1.618 0.06 -0.03 0.03 0.5553
H -4.868 -2.643 0.173 0.10 0.00 0.03 0.4366
H -3.737 -3.755 2.063 -0.01 0.08 -0.02 0.4293
H -1.772 -2.693 3.104 0.02 0.02 -0.02 0.5121
H -0.849 -0.582 2.192 -0.06 -0.15 0.22 0.8935
C 6.389 -3.808 -2.398 -0.06 -0.01 -0.02 -1.3994
C 5.109 -3.464 -1.685 0.10 -0.04 -0.02 0.8456
C 4.849 -3.957 -0.406 0.14 -0.07 -0.02 -0.8011
C 3.675 -3.648 0.252 -0.14 0.03 0.11 -0.7181
C 2.753 -2.829 -0.389 -0.01 -0.04 -0.17 0.4140
C 2.977 -2.326 -1.670 0.04 -0.12 0.28 -0.2884
C 4.157 -2.654 -2.304 0.10 0.01 -0.10 -0.9194
S 1.312 -2.396 0.471 0.25 -1.00 0.19 1.6907
O 1.616 -1.105 1.229 0.84 -1.28 0.78 -0.5700
O 0.841 -3.436 1.313 0.13 -0.14 0.08 -0.5920
O 0.302 -1.897 -0.534 0.35 -1.77 -0.43 -0.6554
H 7.132 -4.214 -1.713 -0.04 0.03 -0.02 0.3691
H 6.809 -2.929 -2.889 -0.02 -0.04 0.04 0.3674
H 6.203 -4.557 -3.174 0.00 0.05 0.06 0.3141
H 5.578 -4.596 0.081 -0.04 0.07 -0.04 0.3574
H 3.471 -4.029 1.248 0.02 0.01 -0.13 0.4328
H 2.250 -1.692 -2.151 -0.08 0.09 -0.08 0.5018
H 4.348 -2.273 -3.302 -0.01 -0.01 0.09 0.4393


| no. | strongest force on any atom (Eh/bohr) |
| --- | --- |
| 1 | 0.0654 |
| 2 | 0.0107 |
| 3 | 0.0199 |
| 4 | 0.0434 |